The following is a DFT calculation (ωB97M-V/def2-TZVPD) of a structure of composition C33H40BeN4P2Te.

The lowest unoccupied orbital energy (alpha / beta) comes out at -0.0153 / -0.0131 hartree. The frontier orbital gap (alpha / beta) comes out at 4.52 / 5.46 eV. The calculation puts the calculated total energy at -67092.5059 eV.

Element x y z (Å)
Be  0.154515  1.367420  0.420372
C  -1.659169  1.530869  -4.032276
C  -1.705999  0.205225  -3.888826
C  -0.878782  -0.777165  -4.651733
C  0.615972  -0.413666  -4.773782
C  1.219213  0.344946  -3.606999
C  1.031074  1.649064  -3.311799
C  0.590682  2.624524  -4.349305
C  -0.782720  2.253107  -4.991723
C  0.945088  1.337324  2.445224
H  -2.362863  2.153776  -3.502487
H  -2.563054  -0.255903  -3.392270
H  -1.291589  -0.895618  -5.670101
H  -0.991153  -1.763380  -4.172793
H  1.167505  -1.360874  -4.880191
H  0.794321  0.167037  -5.686312
H  2.022427  -0.201174  -3.094056
H  1.382715  2.085014  -2.377795
H  1.358112  2.674723  -5.153214
H  0.534856  3.619259  -3.901834
H  -1.257155  3.209991  -5.270687
H  -0.642998  1.652464  -5.897071
H  0.730055  1.872450  3.389129
H  1.451688  2.148235  1.883183
H  1.629291  0.503147  2.669127
P  1.545465  -0.300659  -0.014460
P  -1.432156  -0.927895  0.602872
N  2.800634  0.781754  -0.662437
N  2.724385  -1.480906  0.609373
N  -2.173326  0.478878  -0.342342
N  -2.929381  -1.925997  0.890243
C  0.650229  -1.259142  -1.274667
C  -0.693175  -1.846415  -0.780673
C  2.782003  2.167203  -0.407517
C  3.931729  2.718272  -0.950119
C  4.664329  1.673137  -1.580596
C  3.962354  0.490065  -1.390170
C  3.672218  -1.197393  1.606267
C  4.342233  -2.365479  1.916137
C  3.798115  -3.403775  1.111887
C  2.808505  -2.839080  0.324388
C  -1.922715  1.824650  -0.110925
C  -2.923961  2.559535  -0.744682
C  -3.688532  1.667370  -1.500812
C  -3.202778  0.395103  -1.248390
C  -3.945300  -2.423860  0.077655
C  -4.876049  -3.089934  0.875595
C  -4.371332  -3.083146  2.207669
C  -3.185448  -2.365627  2.196672
H  1.276935  -2.028647  -1.751958
H  0.409141  -0.530898  -2.066384
H  -1.405086  -1.872941  -1.618990
H  -0.541582  -2.874136  -0.412269
H  1.974834  2.632926  0.145661
H  4.195961  3.773290  -0.898054
H  5.599801  1.775433  -2.129922
H  4.181109  -0.531309  -1.667099
H  3.754527  -0.208340  2.019516
H  5.121557  -2.476382  2.651411
H  4.057295  -4.443576  1.104571
H  2.117475  -3.259745  -0.380716
H  -1.221596  2.199869  0.660857
H  -3.055016  3.631225  -0.708742
H  -4.464890  1.895488  -2.211316
H  -3.452122  -0.558219  -1.706818
H  -3.917784  -2.303563  -0.996431
H  -5.813031  -3.516217  0.541447
H  -4.809309  -3.562416  3.070598
H  -2.499865  -2.104626  2.995080
Te  -1.119900  0.492613  3.108347
C  -0.738492  0.362309  5.211718
C  -0.937498  1.436962  6.109434
C  -0.560695  1.275252  7.459994
C  -0.063245  0.050919  7.918078
C  0.053268  -1.030856  7.037214
C  -0.305036  -0.887041  5.682680
H  -1.372981  2.369515  5.742626
H  -0.670183  2.107937  8.153254
H  0.219024  -0.075323  8.967143
H  0.412606  -1.997707  7.387970
H  -0.255276  -1.719260  4.968335

Cartesian forces (eV/Å) of the 2 atoms listed first:
Be 1.2 -1.4 1.6
C -0.6 -0.4 -0.2